[1]
58
Properties=species:S:1:pos:R:3 method="wB97M-V/def2-TZVPD" homo_ev=-2.1 e_above_lowest_ev=0.057 charge=-2 e_tot_ha=-2861.277052 homo_lumo_gap_ev=6.21
K 0.078 -0.057 0.007
O 5.015 -0.798 -0.302
C 3.775 -0.817 -0.074
N 2.975 0.186 0.193
C 3.672 1.443 0.220
C 2.730 2.613 0.325
C 3.052 3.727 1.103
C 2.191 4.809 1.140
C 1.026 4.765 0.388
C 0.785 3.620 -0.355
N 1.597 2.567 -0.382
C 3.096 -2.184 -0.126
C 3.814 -3.265 -0.636
C 3.209 -4.506 -0.695
C 1.910 -4.646 -0.226
C 1.276 -3.520 0.275
N 1.844 -2.317 0.315
H 4.282 1.589 -0.689
H 4.398 1.494 1.046
H 3.967 3.723 1.682
H 2.421 5.673 1.753
H 0.313 5.579 0.386
H -0.111 3.536 -0.958
H 4.826 -3.084 -0.968
H 3.743 -5.360 -1.100
H 1.398 -5.599 -0.245
H 0.265 -3.577 0.670
Cl -4.109 -0.492 -7.227
C -3.138 -0.526 -5.756
C -2.146 -1.512 -5.601
C -1.405 -1.557 -4.458
C -1.585 -0.630 -3.357
O -0.951 -0.763 -2.292
C -2.567 0.408 -3.594
C -2.836 1.491 -2.681
N -2.146 1.873 -1.670
C -2.556 3.036 -1.025
C -2.982 4.162 -1.700
C -3.382 5.330 -1.019
C -3.356 5.386 0.344
C -2.887 4.269 1.079
C -2.818 4.265 2.492
C -2.334 3.172 3.140
C -1.876 2.072 2.375
N -1.929 2.041 1.069
C -2.456 3.105 0.408
C -3.337 0.401 -4.772
H -1.986 -2.235 -6.393
H -0.648 -2.320 -4.319
H -3.756 2.047 -2.926
H -2.987 4.149 -2.783
H -3.714 6.188 -1.592
H -3.673 6.276 0.877
H -3.156 5.141 3.036
H -2.278 3.127 4.220
H -1.475 1.188 2.864
H -4.098 1.163 -4.904
I -1.679 -1.715 3.231

***

[2]
8
Properties=species:S:1:pos:R:3 method="wB97M-V/def2-TZVPD" spin_multiplicity=3 homo_ev="-8.7 / -11.1" e_above_lowest_ev=1.448 e_tot_ha=-779.463357 homo_lumo_gap_ev="9.07 / 7.02"
N 1.184 0.238 -0.024
O -2.572 -0.916 -0.226
O -0.094 -0.965 -0.240
O 1.216 0.987 -1.003
F -1.101 0.725 1.077
S -1.393 -0.148 -0.518
H 0.958 0.677 0.956
H 1.802 -0.598 -0.021

***

[3]
41
Properties=species:S:1:pos:R:3 method="wB97M-V/def2-TZVPD" spin_multiplicity=5 homo_ev="-7.5 / -7.6" e_tot_ha=-3082.774255 homo_lumo_gap_ev="7.06 / 5.07"
Pd 0.591 0.351 -0.004
C -0.594 -0.195 -2.735
N -0.714 0.942 -1.817
C -0.315 2.168 -2.510
C -2.072 1.075 -1.284
C -2.417 -0.024 -0.289
N -1.450 -0.002 0.793
C -1.722 -0.582 1.971
C -0.967 -0.194 3.110
F -0.134 0.830 3.011
C -1.146 -0.783 4.339
F -0.420 -0.357 5.373
C -2.069 -1.796 4.517
C -2.828 -2.193 3.429
F -3.722 -3.175 3.576
C -2.683 -1.605 2.197
F -3.418 -2.073 1.184
H -1.273 -0.082 -3.591
H -0.816 -1.130 -2.223
H 0.431 -0.245 -3.096
H -0.927 2.328 -3.408
H 0.734 2.090 -2.792
H -0.429 3.021 -1.845
H -2.812 1.083 -2.097
H -2.127 2.036 -0.769
H -2.418 -1.004 -0.775
H -3.432 0.140 0.082
H -2.201 -2.264 5.482
S 5.055 -0.357 0.901
Sb 3.116 0.064 1.955
S 0.791 2.789 0.858
S 1.538 -1.543 1.291
S 1.995 3.896 -0.115
N 3.073 -1.466 -1.682
C 3.201 -0.128 -1.808
N 4.301 0.344 -2.457
O 2.318 0.668 -1.439
H 3.926 -2.003 -1.703
H 2.448 -1.747 -0.928
H 5.140 -0.210 -2.392
H 4.449 1.331 -2.313

***

[4]
59
Properties=species:S:1:pos:R:3 method="wB97M-V/def2-TZVPD" homo_ev=-8.5 e_above_lowest_ev=2.048 smiles="O=C(c1ccc(OC2CCN(Cc3ccccc3O)CC2)cc1)N1CCCCC1" e_tot_ha=-1267.791056 homo_lumo_gap_ev=9.08
O -5.363 -1.605 -0.850
C -4.577 -0.696 -0.648
C -3.106 -0.952 -0.573
C -2.612 -1.838 0.373
C -1.265 -2.153 0.425
C -0.386 -1.598 -0.499
O 0.948 -1.839 -0.576
C 1.584 -2.673 0.378
C 2.940 -3.070 -0.206
C 3.845 -1.848 -0.329
N 4.037 -1.237 0.975
C 5.094 -0.232 0.984
C 4.856 0.972 0.096
C 5.246 0.920 -1.238
C 5.002 1.963 -2.110
C 4.356 3.100 -1.652
C 3.974 3.184 -0.329
C 4.217 2.131 0.549
O 3.815 2.312 1.837
C 2.770 -0.767 1.504
C 1.817 -1.944 1.704
C -0.887 -0.723 -1.468
C -2.226 -0.404 -1.504
N -4.977 0.593 -0.525
C -4.163 1.678 -0.028
C -4.639 2.099 1.366
C -6.117 2.477 1.325
C -6.929 1.311 0.768
C -6.388 0.911 -0.604
H -3.293 -2.287 1.081
H -0.922 -2.840 1.182
H 0.982 -3.579 0.540
H 2.798 -3.516 -1.190
H 3.403 -3.803 0.455
H 4.821 -2.160 -0.707
H 3.396 -1.144 -1.048
H 6.008 -0.735 0.654
H 5.252 0.063 2.029
H 5.761 0.039 -1.594
H 5.316 1.891 -3.140
H 4.157 3.922 -2.322
H 3.480 4.061 0.058
H 4.046 1.541 2.367
H 2.947 -0.300 2.477
H 2.291 -0.028 0.839
H 0.874 -1.572 2.108
H 2.252 -2.648 2.414
H -0.197 -0.311 -2.188
H -2.599 0.264 -2.266
H -3.119 1.369 0.010
H -4.255 2.527 -0.716
H -4.037 2.940 1.715
H -4.494 1.265 2.056
H -6.466 2.737 2.326
H -6.250 3.353 0.685
H -7.981 1.585 0.679
H -6.853 0.456 1.442
H -6.902 0.026 -0.981
H -6.519 1.737 -1.313

***

[5]
94
Properties=species:S:1:pos:R:3 method="wB97M-V/def2-TZVPD" homo_ev=-13.3 charge=+3 e_tot_ha=-4105.703517 homo_lumo_gap_ev=3.95
Ti 0.114 0.262 0.236
C -13.478 -1.362 0.168
O -12.721 -0.155 0.070
C -11.389 -0.228 0.062
C -10.661 -1.420 0.134
C -9.280 -1.369 0.117
C -8.602 -0.153 0.028
C -9.346 1.034 -0.041
C -10.716 0.998 -0.026
C -7.155 -0.073 0.007
N -6.443 1.046 0.007
C -5.151 0.651 -0.014
C -5.037 -0.732 -0.028
N -6.333 -1.179 -0.018
C -3.786 -1.394 -0.053
C -3.575 -2.787 -0.091
C -2.301 -3.297 -0.109
C -1.215 -2.429 -0.047
N -1.382 -1.106 0.001
C -2.641 -0.572 -0.029
C -2.738 0.855 -0.087
N -1.569 1.549 -0.190
C -1.641 2.871 -0.292
C -2.849 3.573 -0.283
C -4.028 2.880 -0.162
C -3.990 1.478 -0.066
H -14.518 -1.056 0.167
H -13.251 -1.885 1.098
H -13.285 -2.008 -0.690
H -11.160 -2.375 0.207
H -8.747 -2.310 0.186
H -8.828 1.980 -0.109
H -11.305 1.903 -0.081
H -6.656 -2.131 -0.030
H -4.420 -3.463 -0.114
H -2.125 -4.362 -0.140
H -0.197 -2.792 -0.014
H -0.709 3.410 -0.406
H -2.833 4.648 -0.382
H -4.988 3.381 -0.154
O 0.235 1.219 1.864
S 0.790 2.557 2.502
C 2.382 2.655 1.651
C 2.190 3.117 0.210
C 3.346 2.759 -0.728
C 3.505 1.272 -1.046
S 2.292 0.629 -2.214
O 0.930 0.587 -1.404
C 2.747 -1.083 -2.326
C 1.728 -2.003 -2.545
C 2.067 -3.330 -2.757
C 3.401 -3.716 -2.772
C 4.405 -2.778 -2.584
C 4.089 -1.444 -2.367
C 1.252 2.164 4.132
C 0.749 3.032 5.098
C 1.129 2.837 6.419
C 1.966 1.782 6.746
C 2.445 0.913 5.765
C 2.099 1.100 4.442
H 2.820 1.657 1.751
H 2.986 3.357 2.228
H 2.043 4.198 0.202
H 1.271 2.701 -0.213
H 4.295 3.080 -0.292
H 3.238 3.328 -1.653
H 3.501 0.600 -0.184
H 4.444 1.126 -1.586
H 0.694 -1.692 -2.580
H 1.290 -4.060 -2.942
H 3.661 -4.751 -2.950
H 5.444 -3.078 -2.615
H 4.889 -0.727 -2.249
H 0.077 3.837 4.830
H 0.760 3.502 7.187
H 2.251 1.629 7.778
H 3.096 0.094 6.040
H 2.483 0.441 3.675
O 3.384 -0.780 1.491
C 2.362 -1.403 1.533
O 1.292 -0.929 0.791
C 2.069 -2.596 2.347
C 3.135 -3.314 2.898
C 2.882 -4.431 3.678
C 1.575 -4.834 3.926
C 0.542 -4.099 3.374
C 0.758 -2.983 2.597
N -0.864 -4.519 3.595
O -1.066 -5.394 4.398
O -1.719 -3.951 2.927
H 4.150 -2.997 2.701
H 3.704 -4.998 4.093
H 1.353 -5.701 4.533
H -0.090 -2.438 2.223

***

[6]
92
Properties=species:S:1:pos:R:3 method="wB97M-V/def2-TZVPD" homo_ev=-10.9 e_above_lowest_ev=0.630 charge=+1 e_tot_ha=-4769.383937 homo_lumo_gap_ev=5.71
Na -2.822 2.563 -2.991
Na -2.277 4.516 1.577
Na 2.464 2.463 -0.335
Na -4.345 1.812 1.463
C -5.802 -1.669 -1.840
F -7.027 -1.628 -2.287
F -5.758 -2.400 -0.679
F -5.099 -2.197 -2.891
S -5.408 0.195 -1.469
O -4.498 0.638 -2.471
O -6.697 0.893 -1.654
O -4.855 0.272 -0.142
C -1.102 -0.616 0.234
F -0.896 -0.686 1.574
F -0.156 -1.308 -0.369
F -2.364 -1.118 -0.032
S -0.936 1.235 -0.278
O 0.469 1.566 0.105
O -1.086 1.473 -1.736
O -1.923 1.983 0.466
C 0.141 6.697 -1.702
F -0.927 7.558 -1.912
F 0.985 6.803 -2.691
F 0.839 6.984 -0.548
S -0.322 4.793 -1.609
O -1.418 4.646 -0.618
O -0.709 4.503 -2.963
O 0.893 4.086 -1.134
C -1.741 -4.224 5.699
O -2.076 -2.794 5.583
C -1.418 -2.047 4.489
C 0.185 -2.251 4.436
O 0.733 -1.965 5.703
C 0.757 -0.566 6.040
H -2.447 -4.683 6.392
H -0.739 -4.357 6.108
H -1.704 -4.752 4.746
H -1.808 -1.039 4.348
H -1.681 -2.577 3.573
H 0.594 -1.525 3.733
H 0.414 -3.279 4.153
H 1.431 -0.059 5.350
H 1.108 -0.354 7.050
H -0.249 -0.155 5.948
C 2.583 1.085 2.610
O 2.624 2.319 1.937
C 3.517 3.344 2.433
C 3.383 4.564 1.516
O 3.828 4.275 0.178
C 4.012 5.489 -0.542
H 2.120 1.143 3.595
H 3.543 0.642 2.874
H 2.040 0.387 1.972
H 4.495 2.865 2.408
H 3.226 3.573 3.458
H 3.945 5.355 2.014
H 2.334 4.862 1.514
H 4.611 6.213 0.010
H 3.067 6.031 -0.512
H 4.265 5.343 -1.592
C -3.156 -4.199 -1.577
O -2.237 -5.149 -0.926
C -0.946 -4.533 -0.732
C 0.182 -5.493 -0.337
O -0.159 -6.227 0.854
C -0.770 -7.459 0.642
H -3.166 -4.500 -2.625
H -2.952 -3.132 -1.493
H -4.162 -4.444 -1.237
H -1.018 -3.882 0.139
H -0.598 -3.881 -1.534
H 1.054 -4.931 -0.002
H 0.497 -6.107 -1.181
H -0.048 -8.257 0.470
H -1.502 -7.421 -0.165
H -1.343 -7.916 1.449
C 1.953 -0.031 -2.573
O 2.285 1.318 -2.541
C 1.649 2.014 -3.621
C 1.922 1.397 -5.006
O 3.261 0.928 -5.236
C 3.399 0.300 -6.540
H 0.900 -0.165 -2.323
H 2.552 -0.579 -1.846
H 2.029 -0.663 -3.458
H 1.857 3.084 -3.604
H 0.566 1.996 -3.499
H 1.763 2.125 -5.801
H 1.226 0.600 -5.268
H 4.442 0.005 -6.654
H 3.298 0.948 -7.411
H 2.909 -0.666 -6.656

***

[7]
98
Properties=species:S:1:pos:R:3 method="wB97M-V/def2-TZVPD" homo_ev=-1.5 e_above_lowest_ev=0.716 charge=-2 e_tot_ha=-5855.121468 homo_lumo_gap_ev=5.38
Sn -0.224 0.694 0.451
C -0.140 -3.838 1.305
C -0.015 -3.062 2.579
N 0.600 -3.615 3.594
C 0.699 -2.915 4.751
C 0.157 -1.670 4.921
C 0.328 -1.015 6.263
O -0.890 -0.960 7.029
C -0.518 -1.047 3.839
C -1.083 0.283 4.046
N -1.498 1.056 3.122
C -1.830 2.379 3.444
C -1.193 3.102 4.457
C -1.507 4.428 4.706
C -2.456 5.079 3.931
C -3.075 4.392 2.894
C -2.757 3.064 2.651
I -3.623 2.092 1.024
C -0.583 -1.720 2.600
O -1.128 -1.264 1.538
H 0.560 -4.672 1.318
H -1.158 -4.223 1.189
H 0.043 -3.194 0.445
H 1.250 -3.388 5.558
H 1.077 -1.573 6.829
H 0.683 0.012 6.165
H -1.457 -1.653 6.676
H -1.087 0.629 5.086
H -0.413 2.615 5.029
H -0.983 4.964 5.489
H -2.687 6.123 4.102
H -3.791 4.893 2.257
Cl 2.916 7.728 -1.787
C 2.424 6.085 -1.500
C 1.134 5.791 -1.062
Cl 0.013 7.088 -0.795
C 0.736 4.483 -0.834
Cl -0.876 4.127 -0.303
C 1.604 3.367 -1.044
O 1.250 2.168 -0.878
C 2.919 3.717 -1.485
Cl 4.015 2.405 -1.738
C 3.308 5.026 -1.707
Cl 4.922 5.363 -2.256
O 1.455 -0.681 0.269
C 2.141 -0.629 1.360
O 1.880 0.067 2.336
C 3.321 -1.571 1.415
C 3.859 -1.905 2.650
C 4.934 -2.779 2.729
C 5.485 -3.311 1.569
C 4.954 -2.969 0.330
C 3.867 -2.108 0.254
H 3.412 -1.474 3.536
H 5.340 -3.051 3.696
H 6.326 -3.993 1.630
H 5.380 -3.382 -0.576
H 3.429 -1.840 -0.699
C -3.172 -2.749 -3.672
Si -2.828 -1.828 -2.065
C -2.616 -3.166 -0.771
C -4.463 -1.004 -1.613
Si -1.011 -0.394 -2.023
Si -1.525 1.235 -3.617
C -2.198 0.630 -5.270
C -2.846 2.405 -2.964
C -0.097 2.376 -4.049
Si 0.688 -1.656 -2.996
C 1.058 -3.207 -2.008
C 2.274 -0.658 -3.011
C 0.452 -2.273 -4.762
H -3.996 -3.449 -3.494
H -2.305 -3.321 -4.009
H -3.458 -2.078 -4.484
H -3.567 -3.689 -0.615
H -2.289 -2.721 0.175
H -1.859 -3.902 -1.065
H -5.293 -1.677 -1.857
H -4.627 -0.058 -2.128
H -4.494 -0.808 -0.537
H -3.120 0.056 -5.159
H -1.483 0.000 -5.799
H -2.411 1.506 -5.892
H -3.803 1.913 -2.785
H -3.011 3.218 -3.681
H -2.520 2.847 -2.017
H 0.855 1.855 -4.172
H 0.048 3.108 -3.252
H -0.325 2.914 -4.976
H 1.274 -2.955 -0.966
H 1.931 -3.712 -2.436
H 0.216 -3.907 -2.015
H 2.397 -0.124 -2.063
H 2.270 0.091 -3.806
H 3.141 -1.313 -3.165
H -0.451 -2.875 -4.882
H 1.316 -2.896 -5.022
H 0.400 -1.455 -5.480

***

[8]
29
Properties=species:S:1:pos:R:3 method="wB97M-V/def2-TZVPD" homo_ev=-9.1 e_above_lowest_ev=0.000 smiles=CCCCNCCS.O.O e_tot_ha=-843.384735 homo_lumo_gap_ev=9.75
C -2.294 -1.538 -0.677
C -2.201 -0.573 0.543
C -1.021 -0.870 1.488
C 0.379 -0.993 0.861
N 0.549 -0.377 -0.463
C 1.938 0.147 -0.696
C 2.358 -0.219 -2.110
S 1.217 0.431 -3.372
H -2.599 -0.958 -1.535
H -1.339 -1.996 -0.923
H -3.022 -2.324 -0.459
H -2.297 0.453 0.205
H -3.096 -0.750 1.147
H -0.999 -0.065 2.233
H -1.242 -1.823 1.972
H 0.567 -2.057 0.685
H 1.113 -0.656 1.602
H -0.043 0.441 -0.581
H 1.877 1.236 -0.611
H 2.563 -0.342 0.045
H 3.289 0.269 -2.399
H 2.425 -1.295 -2.201
H 0.455 -0.652 -3.558
O 1.326 2.575 2.614
H 1.433 1.674 2.270
H 1.750 3.119 1.940
O -0.845 2.648 0.444
H -0.978 1.717 0.235
H -1.263 2.777 1.300